{
  "formula": "C4H5NO",
  "method": "ωB97M-V/def2-TZVPD",
  "lumo_ev": 0.73,
  "total_energy_ev": -7764.4316,
  "total_charge": 0,
  "multiplicity": 1,
  "homo_lumo_gap_ha": 0.3854,
  "homo_energy_ev": -9.8,
  "max_force_ev_per_a": 1.3,
  "species": ["C", "C", "C", "O", "C", "N", "H", "H", "H", "H", "H"],
  "xyz": [[1.040, -0.403, -0.608], [-0.138, -0.073, -0.094], [-1.490, -0.057, -0.723], [-0.157, 0.186, 1.298], [1.024, 0.545, 1.715], [2.053, 0.876, 2.138], [1.283, -0.296, -1.649], [1.794, -0.825, 0.041], [-2.194, 0.624, -0.246], [-1.914, -1.066, -0.670], [-1.391, 0.187, -1.780]]
}